[1]
{"formula": "C22H20HgN3O5S", "method": "ωB97M-V/def2-TZVPD", "species": ["Hg", "O", "C", "N", "C", "O", "C", "C", "C", "C", "C", "C", "H", "H", "H", "H", "S", "C", "C", "C", "C", "C", "C", "H", "H", "H", "H", "H", "C", "C", "C", "C", "C", "C", "O", "N", "C", "O", "N", "C", "O", "H", "H", "H", "H", "H", "H", "H", "H", "H", "H", "H"], "xyz": [[1.168, -0.810, -1.074], [-2.389, -1.930, -0.008], [-1.442, -2.710, -0.109], [-0.073, -2.401, -0.362], [0.709, -3.496, -0.058], [1.914, -3.566, 0.247], [-0.217, -4.651, 0.146], [-0.062, -6.014, 0.515], [-1.137, -6.876, 0.604], [-2.414, -6.413, 0.303], [-2.606, -5.036, 0.067], [-1.545, -4.181, 0.000], [0.971, -6.347, 0.652], [-1.061, -7.957, 0.987], [-3.272, -7.180, 0.361], [-3.638, -4.666, -0.205], [3.280, 0.087, -1.761], [4.518, -0.438, -0.624], [4.720, -1.787, -0.382], [5.749, -2.275, 0.408], [6.697, -1.413, 0.927], [6.489, -0.040, 0.672], [5.441, 0.471, -0.068], [3.916, -2.451, -0.684], [5.833, -3.319, 0.690], [7.619, -1.678, 1.463], [7.315, 0.628, 1.023], [5.213, 1.541, -0.195], [-0.856, 5.786, 0.670], [-2.267, 5.142, 0.673], [-2.324, 3.762, 0.058], [-3.762, 3.263, 0.251], [-4.070, 1.862, -0.236], [-1.955, 3.862, -1.418], [-1.946, 4.898, -2.046], [-1.525, 2.656, -1.968], [-0.757, 1.756, -1.236], [-0.114, 0.942, -1.950], [-0.693, 1.895, 0.064], [-1.250, 2.860, 0.756], [-0.973, 3.143, 1.941], [-0.781, 6.398, 1.617], [-0.776, 6.395, -0.239], [-0.036, 5.066, 0.603], [-2.964, 5.809, 0.182], [-2.578, 5.127, 1.715], [-4.481, 3.939, -0.267], [-3.817, 3.356, 1.311], [-4.393, 1.808, -1.294], [-4.838, 1.401, 0.380], [-3.198, 1.241, -0.150], [-1.342, 2.543, -2.949]], "forces_ev_per_a": [[-0.18, -0.75, 0.85], [0.22, 0.69, -0.38], [-0.63, -0.74, -0.77], [0.11, 0.49, 0.29], [-1.29, -3.18, 1.49], [0.78, 1.06, -0.87], [0.21, -0.22, -0.29], [1.34, 0.46, -0.31], [0.92, -1.50, 0.80], [-2.21, 0.13, 0.12], [-2.53, -1.23, -0.71], [1.40, 1.75, 0.29], [-0.30, -0.17, 0.22], [0.32, 1.69, -0.78], [1.16, 1.56, -0.22], [1.13, -0.32, 0.59], [-0.28, 0.62, -0.13], [0.74, 0.02, 0.06], [-0.90, -0.75, 0.48], [0.54, -0.27, 0.54], [-0.10, 1.59, -0.56], [1.94, 0.39, 0.52], [-1.05, -0.10, -0.23], [0.23, -0.22, -0.13], [-0.30, -0.12, -0.40], [-0.69, -0.27, -0.15], [-1.00, -0.28, -0.17], [0.56, -0.53, 0.08], [-0.57, 0.68, 0.12], [1.04, 0.64, 0.50], [0.52, 0.51, -0.70], [-0.10, -0.06, -1.28], [-0.22, -0.33, -0.29], [0.64, -0.54, 0.19], [-0.55, 0.09, -0.48], [-0.61, 0.51, -0.23], [0.20, -0.06, -0.31], [-0.75, 0.45, 0.47], [1.67, -1.87, 0.40], [-0.88, 1.36, 1.74], [-0.52, -0.68, -1.49], [0.36, -0.49, -1.19], [0.13, 0.26, 0.38], [-0.22, 0.01, 0.41], [-0.17, 0.12, -0.38], [-0.15, -0.56, 0.06], [0.59, 0.05, 0.67], [-0.82, -0.14, 0.90], [0.15, 0.22, 0.51], [-0.17, -0.04, -0.04], [0.37, -0.56, 0.08], [-0.06, 0.59, -0.29]], "mulliken_charge": [0.96, -0.73, -0.18, -0.31, 0.19, -0.75, 0.11, -0.37, -0.33, -0.32, -0.31, 0.48, 0.33, 0.22, 0.20, 0.27, -0.49, 0.47, -0.18, -0.53, -0.46, -0.22, -0.65, 0.28, 0.34, 0.34, 0.22, 0.31, -1.21, -1.45, 1.97, -1.06, -1.11, -0.14, -0.66, 0.06, 0.32, -0.83, -0.41, 0.38, -0.71, 0.32, 0.29, 0.32, 0.54, 0.56, 0.25, 0.49, 0.27, 0.38, 0.24, 0.27], "multiplicity": 2, "largest_force_ev_per_a": 3.74, "de_lowest_ev": 1.667, "charge": -2, "homo_ev": [1.1, -2.8], "homo_lumo_gap_ev": [3.589, 7.485]}

***

[2]
{"formula": "C26H32AsCl2N3O2S6Si2Ta", "method": "ωB97M-V/def2-TZVPD", "species": ["Ta", "S", "C", "S", "S", "S", "C", "C", "C", "C", "N", "C", "C", "C", "S", "C", "N", "H", "H", "Cl", "C", "C", "C", "C", "C", "Cl", "C", "S", "H", "H", "H", "C", "Si", "C", "C", "As", "Si", "C", "C", "C", "H", "H", "H", "H", "H", "H", "H", "H", "H", "H", "H", "H", "H", "H", "H", "H", "H", "H", "O", "C", "O", "C", "N", "C", "C", "C", "H", "H", "H", "H", "H", "H", "H", "H", "H"], "xyz": [[0.419, -0.082, 0.441], [2.535, 1.834, -3.472], [1.740, 1.379, -2.105], [0.145, 0.705, -2.045], [2.314, 1.456, -0.481], [-0.291, -1.988, 1.986], [-1.005, -3.156, 0.912], [-0.947, -4.520, 1.178], [-1.560, -5.444, 0.336], [-1.468, -6.844, 0.624], [-1.389, -7.968, 0.856], [-2.259, -4.995, -0.793], [-2.330, -3.629, -1.059], [-1.700, -2.705, -0.231], [-1.770, -1.008, -0.590], [-2.893, -5.913, -1.691], [-3.395, -6.625, -2.442], [-0.404, -4.870, 2.045], [-2.902, -3.289, -1.915], [2.740, -1.106, 1.255], [3.260, -0.405, 2.766], [4.496, -0.781, 3.255], [4.927, -0.219, 4.447], [4.120, 0.694, 5.108], [2.885, 1.033, 4.583], [1.917, 2.186, 5.459], [2.399, 0.487, 3.389], [0.805, 0.882, 2.776], [5.100, -1.490, 2.707], [5.893, -0.489, 4.855], [4.440, 1.151, 6.034], [-2.359, 3.628, -1.873], [-2.935, 2.624, -0.392], [-3.975, 3.674, 0.775], [-4.147, 1.342, -1.021], [-1.064, 1.924, 0.839], [-0.145, 3.868, 1.795], [1.703, 3.923, 2.095], [-0.417, 5.303, 0.600], [-1.043, 4.204, 3.406], [-3.229, 3.888, -2.490], [-1.674, 3.036, -2.481], [-1.852, 4.554, -1.601], [-4.880, 3.976, 0.236], [-3.500, 4.580, 1.154], [-4.296, 3.089, 1.641], [-5.001, 1.922, -1.391], [-4.499, 0.669, -0.237], [-3.768, 0.731, -1.836], [2.262, 3.912, 1.159], [2.086, 3.130, 2.739], [1.877, 4.886, 2.591], [0.103, 5.112, -0.342], [0.051, 6.184, 1.056], [-1.452, 5.562, 0.375], [-0.841, 3.402, 4.119], [-2.125, 4.280, 3.276], [-0.680, 5.145, 3.835], [2.681, -3.241, -0.801], [1.707, -2.668, -1.238], [1.059, -1.671, -0.748], [1.121, -3.179, -2.566], [0.056, -2.244, -3.059], [0.273, -2.004, -4.510], [1.788, -2.061, -4.613], [2.155, -3.234, -3.701], [0.652, -4.142, -2.372], [0.170, -1.321, -2.559], [-0.878, -2.561, -2.807], [-0.166, -1.041, -4.766], [-0.212, -2.806, -5.068], [2.205, -1.121, -4.243], [2.121, -2.196, -5.641], [3.157, -3.156, -3.286], [2.086, -4.182, -4.236]], "forces_ev_per_a": [[-0.35, -0.06, -0.36], [0.00, 0.04, -0.02], [-0.06, -0.07, 0.23], [-0.09, 0.15, -0.18], [0.05, -0.20, 0.05], [0.08, 0.05, -0.02], [0.03, 0.13, 0.05], [-0.04, -0.04, -0.06], [-0.03, 0.12, -0.03], [0.03, -0.18, 0.01], [-0.01, 0.08, 0.00], [0.03, 0.06, 0.08], [0.02, -0.07, 0.04], [0.02, -0.02, 0.00], [-0.27, 0.19, 0.07], [-0.06, -0.14, -0.12], [0.03, 0.06, 0.06], [-0.01, 0.00, 0.01], [-0.01, 0.02, 0.00], [0.72, -0.22, 0.62], [-0.03, -0.17, -0.40], [-0.05, 0.12, 0.11], [0.02, -0.03, -0.03], [0.05, -0.05, -0.02], [-0.07, 0.11, 0.07], [0.01, -0.06, 0.01], [-0.02, 0.06, 0.03], [0.05, -0.35, 0.16], [0.01, 0.01, 0.00], [-0.01, 0.01, 0.01], [-0.01, -0.01, -0.01], [-0.27, 0.07, -0.10], [0.32, 0.24, 0.03], [-0.16, 0.12, -0.01], [-0.03, -0.06, 0.03], [-0.65, 0.30, 0.22], [-0.13, 0.00, -0.27], [0.05, 0.02, 0.09], [0.08, 0.19, 0.15], [0.05, 0.10, 0.10], [0.06, 0.01, -0.01], [0.00, -0.03, 0.01], [-0.03, -0.09, 0.04], [0.03, 0.04, 0.03], [0.11, -0.05, -0.07], [0.05, -0.06, -0.04], [0.01, -0.07, 0.01], [0.03, 0.04, 0.01], [0.09, 0.00, -0.05], [-0.02, 0.00, -0.03], [-0.07, 0.24, -0.12], [0.08, -0.01, -0.03], [-0.01, -0.04, 0.01], [-0.04, 0.01, -0.05], [-0.01, -0.10, 0.07], [0.00, 0.00, -0.03], [0.05, -0.03, -0.05], [-0.04, -0.04, 0.02], [-0.03, 0.10, 0.09], [-0.09, -0.14, -0.12], [0.52, -0.35, -0.25], [-0.07, 0.05, -0.02], [0.11, -0.01, 0.06], [-0.10, 0.03, 0.00], [-0.03, 0.04, -0.06], [0.08, -0.03, 0.02], [0.07, -0.08, 0.05], [-0.03, 0.02, -0.04], [-0.05, 0.00, -0.03], [0.03, -0.01, -0.03], [0.02, 0.01, -0.03], [0.01, 0.01, 0.03], [0.00, 0.00, 0.02], [0.00, -0.03, -0.02], [-0.04, 0.01, -0.01]], "mulliken_charge": [-1.56, -0.32, 0.37, -0.14, -0.27, -0.40, 0.65, -0.88, 0.65, -0.21, -0.57, 0.49, -1.01, -0.05, -0.01, -0.14, -0.57, 0.54, 0.67, -0.01, 0.37, -0.69, -0.42, -0.76, 0.28, -0.19, -0.14, -0.13, 0.46, 0.35, 0.42, -1.04, 0.62, -1.13, -1.16, 0.76, 0.66, -0.73, -1.21, -1.03, 0.38, 0.23, 0.32, 0.35, 0.31, 0.30, 0.36, 0.30, 0.26, 0.24, 0.08, 0.35, 0.28, 0.40, 0.30, 0.24, 0.29, 0.33, -0.68, -0.06, 1.16, 0.68, 0.63, -0.63, -0.25, -1.05, 0.40, -1.18, 0.13, 0.37, 0.41, -0.01, 0.46, 0.41, 0.34], "largest_force_ev_per_a": 0.98, "de_lowest_ev": 0.073, "charge": -1, "homo_ev": -4.5, "homo_lumo_gap_ev": 6.314}